Arrangement one

22
Properties=species:S:1:pos:R:3:nbo_charge:R:1 method="wB97M-V/def2-TZVPD" orbital_gap_ev=3.542 multiplicity=1 e_homo_ev=-9.24
C 0.485 1.462 1.589 -0.634
C -0.524 1.627 0.475 -0.252
N -0.101 2.302 -0.703 -0.585
C -0.814 -2.189 -0.898 -0.050
N -0.634 -3.186 -0.027 -0.461
H 1.595 1.151 1.410 0.247
H 0.081 0.621 2.138 0.266
H 0.491 2.284 2.246 0.214
H -0.815 0.570 0.144 0.275
H -1.341 2.052 0.973 0.227
H 0.828 2.130 -0.678 0.365
H -0.288 -2.108 -1.906 0.236
H -1.805 -1.626 -0.734 0.224
H -0.219 1.648 -1.484 0.418
H 0.972 0.425 -3.199 0.456
O 0.510 0.391 -2.369 -0.935
H 1.514 -1.379 -0.308 0.454
H 1.579 -0.171 -1.248 0.492
O 2.129 -0.636 -0.495 -0.986
H -1.645 -1.496 2.433 0.441
H -0.944 -2.700 0.905 0.389
O -1.056 -1.169 1.736 -0.802

=====

Arrangement two

22
Properties=species:S:1:pos:R:3:nbo_charge:R:1 method="wB97M-V/def2-TZVPD" orbital_gap_ev=8.713 multiplicity=1 e_homo_ev=-8.09 smiles="C/C(N)=C/N.O.O.O"
C -2.045 1.706 -0.111 -0.655
C -0.744 0.992 -0.135 0.116
N -0.349 0.234 1.017 -0.858
C 0.116 1.019 -1.167 -0.111
N 1.261 0.175 -1.197 -0.884
H -2.415 1.847 0.909 0.214
H -2.043 2.739 -0.476 0.228
H -2.800 1.207 -0.720 0.228
H -1.076 0.287 1.722 0.373
H -0.210 -0.753 0.825 0.390
H -0.130 1.619 -2.035 0.191
H 1.956 0.420 -0.492 0.397
H 1.735 0.254 -2.086 0.371
O 0.342 -2.668 -1.208 -0.953
H 0.103 -1.746 -1.362 0.491
H 1.233 -2.559 -0.848 0.476
O 2.438 1.502 1.416 -0.958
H 2.377 2.144 0.701 0.464
H 1.527 1.326 1.696 0.494
O -0.757 -3.174 1.408 -0.967
H -0.572 -2.939 0.475 0.488
H 0.053 -3.631 1.669 0.463

=====

Which of them is the most stable, and which is the least stable? arrangement two and arrangement one, in that order.